# 1
21
Properties=species:S:1:pos:R:3 method="wB97M-V/def2-TZVPD" e_homo_ev="-15.0 / -14.6" s_squared=0.7560 relative_energy_kj_mol=122.5 energy_ha=-308.07475 charge=+1 orbital_gap_ev="11.9 / 6.4" spin_multiplicity=2
C -1.082 -0.129 -2.357
C 0.390 -0.234 -1.996
C 0.775 -1.121 -0.788
C -0.226 -0.990 0.379
N -0.631 0.350 0.683
C 0.174 1.295 1.380
N 0.617 0.846 2.748
H -1.485 -1.029 -2.814
H -1.692 0.185 -1.504
H -1.209 0.724 -3.026
H 0.941 -0.613 -2.857
H 0.778 0.759 -1.821
H 1.794 -0.871 -0.512
H 0.682 -2.161 -1.103
H -1.091 -1.650 0.405
H 0.334 -1.407 1.232
H -1.597 0.391 1.012
H -0.350 2.241 1.512
H 1.067 1.566 0.807
H 1.592 1.113 2.861
H 0.640 -0.171 2.726


# 2
64
Properties=species:S:1:pos:R:3 method="wB97M-V/def2-TZVPD" e_homo_ev="-9.3 / -8.1" relative_energy_kj_mol=323.7 energy_ha=-1335.08693 charge=+1 orbital_gap_ev="5.7 / 4.5"
C 1.546 -3.067 0.188
C 2.503 -2.416 -0.635
C 2.027 -2.443 -1.973
C 0.771 -3.110 -1.975
C 0.474 -3.492 -0.640
Sn -0.711 -0.114 0.918
C -2.606 2.455 -0.525
C -2.700 1.920 0.878
H -2.616 2.629 1.689
C -2.999 0.592 1.204
H -3.518 0.001 0.447
H -3.127 0.258 2.235
C -3.299 3.826 -0.547
H -2.788 4.483 0.176
H -3.277 4.253 -1.542
H -4.310 3.677 -0.179
C -3.243 1.523 -1.603
H -2.859 0.475 -1.610
H -4.321 1.507 -1.377
H -3.132 1.929 -2.608
C 3.764 -1.786 -0.194
H 3.967 -2.022 0.857
H 4.613 -2.141 -0.800
H 3.739 -0.687 -0.278
C 2.709 -1.867 -3.145
H 2.518 -0.788 -3.247
H 3.795 -1.988 -3.058
H 2.380 -2.358 -4.068
C -0.086 -3.353 -3.153
H 0.137 -2.630 -3.952
H 0.074 -4.366 -3.565
H -1.154 -3.258 -2.902
C -0.752 -4.197 -0.214
H -1.655 -3.769 -0.673
H -0.705 -5.254 -0.516
H -0.872 -4.177 0.876
C 1.666 -3.249 1.649
H 0.921 -3.968 2.015
H 2.668 -3.629 1.899
H 1.540 -2.313 2.224
C -0.267 1.532 -0.601
C -1.224 2.614 -0.958
C 0.518 1.053 -1.704
C -0.941 3.408 -2.124
H -0.284 2.548 -0.066
C 0.644 1.785 -2.884
H 0.918 0.050 -1.672
C -0.019 3.005 -3.077
H -1.385 4.393 -2.216
H 1.199 1.378 -3.723
H 0.161 3.560 -3.990
N 0.602 -0.951 3.657
C 0.654 0.427 3.706
C 1.344 1.054 4.771
C 1.347 2.444 4.827
C 0.743 3.151 3.785
C 0.153 2.482 2.729
N 0.113 1.129 2.691
H -0.295 -1.336 3.317
H 0.957 -1.437 4.463
H 1.790 0.422 5.529
H 1.803 2.984 5.658
H 0.686 4.238 3.750
H -0.298 2.982 1.860


# 3
22
Properties=species:S:1:pos:R:3 method="wB97M-V/def2-TZVPD" e_homo_ev=-8.7 relative_energy_kj_mol=19.3 energy_ha=-786.65266 charge=0 orbital_gap_ev=9.1
C -1.906 1.426 0.424
C -2.363 -1.027 0.025
C 1.345 -0.349 0.480
C 0.049 -0.021 -0.201
N -2.814 0.378 0.109
N -0.949 -1.169 -0.030
N 1.423 -1.371 1.429
N -0.594 1.122 0.467
N 0.279 0.287 -1.584
N 2.478 0.179 0.148
O -2.371 2.516 0.613
O -3.184 -1.890 -0.092
O 2.445 1.272 -0.825
O 3.575 -0.230 0.548
H -3.770 0.620 0.225
H -0.608 -1.986 -0.595
H 2.277 -1.905 1.604
H 0.639 -1.985 1.659
H -0.017 2.003 0.313
H 3.312 1.787 -0.551
H -0.483 0.139 -2.292
H 1.237 0.203 -1.874


# 4
65
Properties=species:S:1:pos:R:3 method="wB97M-V/def2-TZVPD" e_homo_ev="-4.4 / -6.8" s_squared=8.8063 relative_energy_kj_mol=55.5 energy_ha=-8615.37433 charge=0 orbital_gap_ev="4.1 / 6.0" spin_multiplicity=6
Fe 0.063 -1.817 0.097
Cl -1.794 -0.915 2.800
C -2.866 0.315 2.154
C -3.947 0.695 2.934
C -4.803 1.682 2.472
C -4.568 2.281 1.240
C -3.476 1.887 0.479
C -2.604 0.896 0.919
P -1.163 0.402 -0.085
C 0.099 1.616 0.391
C 1.193 1.799 -0.453
C 2.273 2.562 -0.037
C 2.268 3.150 1.221
C 1.174 2.985 2.059
C 0.090 2.218 1.648
C -1.569 0.826 -1.793
C -1.902 -0.211 -2.658
C -2.202 0.050 -3.987
C -2.154 1.351 -4.462
C -1.800 2.391 -3.611
C -1.505 2.129 -2.281
H -4.104 0.221 3.894
H -5.649 1.983 3.077
H -5.232 3.051 0.870
H -3.301 2.350 -0.484
H 1.219 1.324 -1.429
H 3.129 2.672 -0.690
H 3.122 3.728 1.551
H 1.165 3.446 3.039
H -0.757 2.092 2.312
H -1.890 -1.232 -2.300
H -2.446 -0.766 -4.655
H -2.370 1.555 -5.503
H -1.738 3.404 -3.986
H -1.197 2.934 -1.621
C 1.830 -1.028 2.971
C 2.617 -0.894 1.702
C 3.897 -0.414 1.702
C 4.609 -0.194 0.516
C 3.962 -0.471 -0.710
C 4.486 -0.236 -1.996
Br 6.227 0.498 -2.182
C 3.776 -0.487 -3.146
C 2.484 -0.996 -3.056
Br 1.467 -1.305 -4.628
C 1.903 -1.255 -1.824
O 0.654 -1.706 -1.685
C 2.639 -0.993 -0.659
N 1.960 -1.217 0.539
H 2.476 -0.920 3.842
H 1.327 -1.997 3.043
H 1.052 -0.260 3.026
H 4.355 -0.186 2.658
H 5.617 0.192 0.526
H 4.208 -0.284 -4.116
C -2.754 -3.378 0.169
O -1.770 -4.090 0.945
C -0.605 -3.546 1.059
C 0.290 -4.398 1.879
H -2.944 -2.417 0.646
H -3.645 -3.996 0.172
H -2.369 -3.243 -0.842
H 0.124 -5.455 1.657
H 0.033 -4.242 2.934
H 1.335 -4.134 1.733


# 5
54
Properties=species:S:1:pos:R:3 method="wB97M-V/def2-TZVPD" e_homo_ev="-14.0 / -14.0" s_squared=0.7761 energy_ha=-5052.73482 charge=+2 orbital_gap_ev="6.1 / 5.6" spin_multiplicity=2
Ti -1.759 0.574 0.899
Cl -2.140 -1.600 -0.001
P 0.686 -0.302 -0.071
C 1.590 0.139 1.433
C 2.489 1.238 1.446
C 3.076 1.601 2.674
C 2.792 0.886 3.853
C 1.887 -0.190 3.827
C 1.247 -0.545 2.636
C 1.397 -1.978 -0.436
C 1.000 -2.659 -1.603
C 1.605 -3.855 -1.993
C 2.557 -4.446 -1.145
C 2.880 -3.833 0.064
C 2.325 -2.604 0.411
C 1.421 0.632 -1.457
C 0.558 1.339 -2.335
C 1.113 2.092 -3.371
C 2.498 2.085 -3.578
C 3.350 1.355 -2.739
C 2.812 0.608 -1.683
H 0.218 -2.212 -2.226
H 1.379 -4.329 -2.947
H 3.005 -5.406 -1.415
H 3.588 -4.314 0.751
H 2.626 -2.117 1.345
H 2.721 1.777 0.499
H 3.745 2.466 2.693
H 3.234 1.193 4.794
H 1.654 -0.762 4.728
H 0.511 -1.386 2.592
H -0.534 1.312 -2.143
H 0.451 2.675 -4.024
H 2.912 2.609 -4.428
H 4.431 1.338 -2.888
H 3.466 0.014 -1.017
H -0.569 1.759 1.085
H -0.567 1.734 0.212
C -4.267 1.563 -2.038
N -4.453 1.044 -0.683
C -5.269 0.001 -0.273
C -4.954 -0.372 1.033
N -3.887 0.442 1.371
C -3.328 0.608 2.747
C -3.566 1.309 0.332
Se -2.474 2.836 0.305
H -3.432 2.271 -2.019
H -5.151 2.114 -2.361
H -4.038 0.805 -2.787
H -5.982 -0.409 -0.962
H -5.262 -1.240 1.632
H -3.978 1.345 3.248
H -3.334 -0.294 3.342
H -2.282 1.094 2.670


Among the records above, which one has the highest charge?
C23H25ClN2PSeTi


The highest charge belongs to which entry?
C23H25ClN2PSeTi